Here is a 2-piece molecular cluster, C6H11NSi overall in a non-equilibrium geometry from OMol25. Energies are from ωB97M-V/def2-TZVPD.

Element x y z (Å)
C 2.74028 -0.01540 0.99694
C -1.86373 2.06140 0.67291
C -0.38637 -1.17502 -2.60861
C 1.63124 0.60613 0.75760
C -1.41330 1.08701 -0.20323
C 0.49810 -0.86474 -1.69588
N -0.68127 -1.84691 1.90269
Si 0.08360 -0.02408 -0.13436
H 3.56141 0.49339 1.39539
H 2.83922 -0.98842 0.61945
H -2.87363 2.50783 0.74021
H -1.33919 2.57876 1.45354
H -0.13202 -1.71576 -3.61300
H -1.41389 -0.98751 -2.48997
H 1.44655 1.71466 0.91931
H -2.09727 0.90988 -1.04078
H 1.51769 -1.13102 -1.99694
H -1.70004 -2.05562 1.81984
H -0.41739 -1.15459 2.50488

Properties
**Relative energy (zero: lowest compared OMol25 entry of this formula, charge and spin)**: 476.1 kJ/mol
**Highest occupied orbital energy (alpha / beta)**: -7.658 / -7.694 eV
**Frontier orbital gap (alpha / beta)**: 7.11 / 7.14 eV

---

Here is a 4-piece molecular cluster, C25H51N4O4 overall in a non-equilibrium geometry from OMol25. Energies are from ωB97M-V/def2-TZVPD.

Element x y z (Å)
C -2.76139 -1.81498 3.47871
C -1.71465 -2.10108 2.96491
C -0.41482 -2.39829 2.36420
C -0.25673 -1.61354 1.03050
C 1.17041 -0.98567 0.83293
N 2.03797 -1.67717 -0.06029
C 1.79250 -1.35251 -1.43656
C 2.89929 -0.50868 -2.08139
C 3.06125 0.91801 -1.51651
C 2.37316 1.99632 -2.37675
C 2.01048 3.28900 -1.61054
C 0.53040 3.59030 -1.37670
C -0.25793 2.55093 -0.56177
C -0.96220 1.48143 -1.37740
C -2.19707 2.01219 -2.13692
C -2.57268 1.08080 -3.28040
O -3.01429 -0.17748 -2.82513
C -2.05003 -1.21970 -2.83801
H -3.74668 -1.42360 3.62773
H -0.31515 -3.47215 2.21875
H 0.33662 -2.00825 3.05394
H -0.51837 -2.23454 0.17670
H -0.97960 -0.79181 1.08158
H 1.61809 -0.89302 1.83364
H 0.97200 0.04109 0.45854
H 0.81538 -0.86124 -1.62126
H 1.76319 -2.29461 -2.01796
H 2.75150 -0.39575 -3.16764
H 3.85427 -1.02354 -1.97257
H 2.76432 0.97376 -0.46948
H 4.13468 1.12192 -1.54136
H 3.12101 2.28466 -3.11783
H 1.53908 1.58776 -2.94636
H 2.38750 4.13095 -2.20367
H 2.56761 3.32337 -0.67250
H 0.02375 3.81753 -2.31761
H 0.49853 4.52102 -0.79826
H -1.03536 3.08704 -0.00551
H 0.41158 2.12822 0.18699
H -1.31852 0.70583 -0.69773
H -0.30063 0.97837 -2.08066
H -3.03117 1.99705 -1.43298
H -2.01738 3.02076 -2.51048
H -1.74085 1.00609 -3.98870
H -3.40755 1.52904 -3.83271
H -1.64879 -1.38329 -1.83568
H -1.20326 -1.00168 -3.48997
H -2.52858 -2.14271 -3.16351
C -3.49086 -7.17736 0.79856
C -2.80886 -5.98395 1.43502
O -1.62111 -5.76822 1.27537
N -3.57797 -5.16400 2.19742
C -4.98953 -5.28168 2.49313
H -2.74975 -7.72901 0.22868
H -3.91154 -7.83488 1.56095
H -4.28497 -6.85431 0.12409
H -3.07446 -4.37692 2.59033
H -5.51906 -4.39367 2.14226
H -5.14049 -5.36429 3.57177
H -5.41558 -6.15624 2.01245
C 7.11842 2.32973 -5.49371
C 6.35186 2.52097 -4.20353
O 5.49311 1.74466 -3.83846
N 6.66015 3.61456 -3.44678
C 7.64330 4.64425 -3.71152
H 6.75763 1.42445 -5.97135
H 6.95819 3.17260 -6.16769
H 8.18630 2.22361 -5.29739
H 6.11277 3.68050 -2.60255
H 8.38069 4.67671 -2.90648
H 7.15834 5.62097 -3.77284
H 8.15846 4.45288 -4.64680
C -4.10773 2.08970 5.44473
C -4.35737 0.62889 5.73594
O -5.09146 -0.05220 5.04089
N -3.71628 0.08358 6.80279
C -2.80244 0.72497 7.72613
H -4.68130 2.36548 4.56574
H -4.42468 2.71118 6.28370
H -3.05064 2.26563 5.24295
H -3.91461 -0.89591 6.93075
H -1.82999 0.23082 7.69198
H -3.18961 0.65758 8.74519
H -2.66987 1.77074 7.47194

Properties
**Charge**: -1
**Highest occupied orbital energy**: -1.252 eV
**Frontier orbital gap**: 3.55 eV

---

Here is C17H14ClNO3SSn as an isolated structure in a non-equilibrium geometry from OMol25. Energies are from ωB97M-V/def2-TZVPD.

Element x y z (Å)
C -0.33610 2.60136 -3.06989
C -1.72403 2.32245 -3.28610
C -1.84700 0.92715 -3.54000
H -2.51484 3.06108 -3.27051
C -0.53343 0.36965 -3.57908
C 0.39899 1.40358 -3.34403
H 1.48376 1.32628 -3.33887
H 0.09025 3.57561 -2.80996
H -2.77885 0.36987 -3.66976
H -0.31124 -0.68805 -3.71784
Sn -0.60460 2.30398 0.05252
Cl 0.15508 2.64907 2.31488
C -2.53743 -2.20905 0.72893
C -1.97492 -2.46791 -0.55842
C -2.84627 -1.92590 -1.55184
H -1.12007 -3.11274 -0.80101
C -3.94944 -1.26454 -0.86228
C -3.73051 -1.45841 0.55042
H -4.35191 -1.03529 1.37259
H -2.13435 -2.51367 1.68043
H -2.67372 -1.94273 -2.64311
H -4.72735 -0.70221 -1.35513
O 1.75130 -3.19000 2.35307
S 1.10799 -1.96267 2.73652
O 0.38990 -1.90573 3.99451
N 0.20210 -1.35660 1.49936
C 0.72345 -0.31734 0.90173
O 0.11421 0.37016 -0.00959
C 2.01830 0.09970 1.45065
C 2.85097 1.15998 1.05940
C 3.92515 1.49628 1.87833
C 4.15345 0.78145 3.07295
C 3.37449 -0.33538 3.41824
C 2.29317 -0.63920 2.58990
H 2.62817 1.66674 0.10619
H 4.58564 2.31416 1.58264
H 4.93322 1.13850 3.74735
H 3.51649 -0.90963 4.31681

Properties
**Relative energy (zero: lowest compared OMol25 entry of this formula, charge and spin)**: 0.0 kJ/mol
**Highest occupied orbital energy (alpha / beta)**: -7.979 / -7.893 eV
**Frontier orbital gap (alpha / beta)**: 5.27 / 6.29 eV

---

| no. | E (hartree) |
| --- | --- |
| 1 | -579.26762 |
| 2 | -1503.04250 |
| 3 | -2009.21919 |